Here is C30H45F5P2W as an isolated structure from the OMol25 dataset. Energies are from ωB97M-V/def2-TZVPD.

Element x y z (Å)
W 1.649 0.103 -0.703
C 1.256 -1.038 1.362
C 2.465 -0.222 1.233
C 0.626 1.208 1.378
C 0.143 -0.131 1.525
C 2.053 1.172 1.314
C 1.330 -2.459 1.851
H 1.970 -3.093 1.218
H 0.348 -2.935 1.975
H 1.821 -2.374 2.841
C -1.091 -0.356 2.311
H -1.235 -1.369 2.686
H -2.057 -0.060 1.845
H -1.055 0.261 3.225
C -0.164 2.420 1.769
H -0.090 2.539 2.864
H -1.235 2.275 1.569
H 0.210 3.363 1.331
C 2.954 2.378 1.181
H 3.962 2.137 1.639
H 2.484 3.295 1.630
H 3.085 2.556 0.070
C 3.868 -0.686 1.375
H 4.194 -0.523 2.414
H 4.532 -0.127 0.696
H 3.974 -1.745 1.139
C 1.368 -1.079 -2.376
C 2.378 -1.647 -1.344
C 3.831 -1.686 -1.719
C 4.594 -0.318 -1.696
C 3.802 0.916 -1.464
C 2.770 1.322 -2.307
C 2.699 0.683 -3.674
C 1.919 -0.652 -3.692
H 3.967 -2.127 -2.720
H 5.142 -0.278 -2.664
H 4.359 -2.363 -1.021
H 2.544 -1.439 -4.173
H 0.543 -1.792 -2.524
H 2.032 -2.625 -0.986
H 1.052 -0.574 -4.357
H 2.248 1.385 -4.390
H 2.541 2.399 -2.297
H 3.691 0.425 -4.092
H 5.338 -0.363 -0.884
H 4.389 1.729 -0.988
P -0.866 -2.048 -0.770
C -2.051 -2.670 0.450
H -2.596 -3.454 -0.122
H -2.736 -1.863 0.772
H -1.507 -3.114 1.304
C -2.066 -1.700 -2.133
H -2.799 -2.518 -2.087
H -1.569 -1.702 -3.114
H -2.562 -0.734 -1.959
C -0.228 -3.745 -1.301
H 0.408 -3.693 -2.211
H -1.137 -4.345 -1.523
H 0.325 -4.183 -0.440
P -0.240 1.872 -1.644
C 0.351 3.635 -1.488
H 0.075 4.201 -2.400
H 1.448 3.608 -1.433
H -0.077 4.094 -0.575
C -0.544 1.782 -3.453
H 0.383 1.537 -3.999
H -0.889 2.787 -3.751
H -1.325 1.038 -3.685
C -1.972 1.985 -1.079
H -2.611 2.291 -1.951
H -2.047 2.760 -0.287
H -2.342 1.012 -0.677
F -3.331 2.304 2.775
C -4.275 1.547 2.162
C -3.945 0.420 1.451
C -4.943 -0.233 0.781
F -4.672 -1.332 0.000
C -6.304 0.171 0.871
F -7.293 -0.512 0.252
C -6.618 1.326 1.571
F -7.895 1.755 1.639
C -5.596 2.024 2.204
F -5.894 3.125 2.905

Atomic forces in eV per Å
W -6.5 2.2 0.8
C 1.1 1.2 1.0
C -0.1 0.3 1.5
C 1.3 0.0 0.0
C 1.3 0.1 0.8
C 0.1 -0.2 -0.2
C 0.1 0.1 -0.1
H -0.2 0.2 0.2
H 0.4 0.2 0.0
H -0.3 -0.3 -0.4
C -0.9 -0.4 0.2
H 0.3 -0.1 -0.3
H 0.6 -0.1 -0.1
H 0.3 0.1 -0.3
C -0.3 0.2 0.0
H 0.1 -0.1 -0.3
H 0.4 0.2 0.0
H -0.3 -0.6 0.2
C 0.4 0.3 -0.3
H -1.2 0.6 -0.5
H 0.7 -0.9 -0.3
H 0.1 0.4 1.6
C 0.7 0.1 0.5
H 0.1 -0.2 -0.3
H -0.3 -0.3 0.8
H 0.0 0.1 0.1
C 1.9 -2.0 -0.7
C -1.3 -1.9 -2.0
C 1.4 0.1 0.2
C 0.8 -1.3 -0.1
C 0.1 0.5 -0.1
C 1.1 0.7 -0.6
C -0.6 -0.9 -1.0
C -0.1 0.0 -1.5
H -0.3 0.0 0.3
H -0.1 0.4 0.6
H -0.3 0.3 -0.4
H -0.3 0.3 0.4
H 0.5 0.8 0.0
H 0.2 0.4 0.2
H 0.2 0.2 -0.1
H 0.2 -0.2 0.3
H 0.1 -0.6 0.1
H -0.1 0.7 0.5
H 0.0 -0.1 -0.7
H -0.8 -0.7 0.4
P 0.0 -0.6 -0.7
C -0.2 -0.1 0.4
H 0.1 0.4 0.8
H 0.5 -0.7 -0.1
H -0.6 0.1 -0.4
C 0.4 0.2 0.1
H 0.1 0.3 -0.2
H -0.2 0.1 0.3
H 0.1 -0.4 -0.1
C 0.1 0.5 0.1
H -0.4 -0.2 0.7
H 0.6 0.3 0.2
H -0.4 0.1 -0.7
P 0.4 0.1 -0.6
C 0.0 -0.4 0.0
H 0.0 -0.2 0.6
H -0.4 0.4 0.2
H 0.3 -0.1 -0.7
C 0.3 -0.1 -0.2
H -0.7 0.2 0.2
H 0.0 -0.5 0.0
H 0.4 0.2 0.1
C -0.7 0.0 0.3
H 0.6 -0.2 0.8
H -0.1 -0.6 -0.5
H 0.2 0.8 -0.2
F -0.9 -0.6 -0.4
C 1.4 -1.1 -0.8
C 0.1 0.1 -0.3
C 1.3 -0.4 0.2
F -0.8 1.5 0.9
C -2.3 -0.5 -1.1
F 1.6 1.0 1.0
C -1.2 0.1 -0.1
F 1.3 -0.4 0.0
C -1.8 1.7 1.3
F 0.3 -1.2 -0.9

**HOMO energy (alpha / beta)**: -13.48 / -13.70 eV
**Orbital gap (alpha / beta)**: 6.230 / 4.658 eV
**DFT total energy**: -65807.5073 eV
**Charge**: +2
**Expectation value of S²**: 2.15
**2S+1**: 3